A cluster of 4 separate species, C7H17N2O17PS4 in total. Source: OMol25; level of theory: ωB97M-V with the def2-TZVPD basis set.

Geometry as XYZ:
```
48
Properties=species:S:1:pos:R:3
N 2.89 -1.08 0.02
P 2.67 -0.55 -1.41
O 1.73 0.82 -1.43
S 0.66 1.21 -2.61
O 0.73 0.16 -3.60
O -0.69 1.02 -1.73
C -0.95 -0.20 -1.06
O -1.56 -1.11 -1.95
N -0.78 -2.29 -2.07
O -1.03 -2.86 -3.05
H 2.52 -2.02 0.12
H 2.06 -1.45 -2.28
H 3.82 -0.05 -2.02
H -0.06 -0.63 -0.61
H -1.67 0.03 -0.28
C -5.05 2.24 -2.60
C -3.80 2.89 -2.03
O -4.04 2.90 -0.61
S -4.87 1.60 -0.20
O -3.98 0.59 0.25
O -5.97 2.00 0.59
O -5.35 1.20 -1.66
H -5.89 2.94 -2.64
H -4.88 1.80 -3.58
H -3.66 3.92 -2.37
H -2.90 2.31 -2.23
C 3.02 4.34 2.44
C 3.69 3.07 1.95
O 2.65 2.40 1.22
S 1.70 3.46 0.52
O 2.08 3.65 -0.83
O 0.35 3.15 0.85
O 2.18 4.74 1.35
H 2.39 4.15 3.31
H 3.72 5.14 2.66
H 4.04 2.43 2.75
H 4.51 3.29 1.26
C -0.18 -4.65 2.30
C 0.47 -5.98 2.59
O 1.63 -5.98 1.74
S 2.21 -4.50 1.61
O 3.27 -4.32 2.53
O 2.37 -4.22 0.23
O 0.92 -3.74 2.17
H -0.74 -4.66 1.36
H -0.83 -4.30 3.11
H -0.16 -6.83 2.33
H 0.79 -6.07 3.62
```

HOMO = -9.28 eV
frontier orbital gap = 0.34575 hartree
calculated total energy = -3599.43017 hartree

Atomic partial charges in e from the Mulliken method, atoms 1 to 6: N -0.503; P 0.334; O -0.029; S 0.531; O -0.537; O -0.185


An isolated molecule of C5H8O. Source: OMol25; level of theory: ωB97M-V with the def2-TZVPD basis set.

Geometry as XYZ:
```
14
Properties=species:S:1:pos:R:3
C 0.26 0.46 1.56
C -0.32 0.87 0.21
O 0.72 0.98 -0.75
C 0.89 -0.31 -1.30
C -0.47 -0.94 -1.20
C -1.19 -0.25 -0.33
H 0.82 -0.48 1.42
H 0.95 1.21 1.94
H -0.53 0.27 2.29
H -0.83 1.84 0.27
H 1.31 -0.21 -2.31
H 1.61 -0.90 -0.70
H -0.76 -1.86 -1.70
H -2.17 -0.48 0.05
```

energy above the lowest of the compared OMol25 structures with the same formula, charge and spin = 1.111 eV
HOMO = -9.26 eV
frontier orbital gap = 0.38081 hartree
SMILES string = C[C@@H]1C=CCO1
calculated total energy = -270.51707 hartree

Atomic partial charges in e from the Mulliken method, atoms 1 to 6: C -1.146; C 0.265; O -0.433; C -0.536; C -0.257; C -0.490


A cluster of 2 separate species, C3H11N5 in total in a non-equilibrium geometry. Source: OMol25; level of theory: ωB97M-V with the def2-TZVPD basis set.

Geometry as XYZ:
```
19
Properties=species:S:1:pos:R:3
C 2.16 -0.41 -0.58
N -0.35 -0.71 -0.16
C 0.95 -0.29 0.32
N -1.29 -0.96 0.82
N -0.43 -1.62 -1.20
N 1.12 0.13 1.53
H -1.07 -1.84 1.29
H -2.19 -1.12 0.35
H 0.22 -2.40 -1.06
H -0.16 -1.18 -2.08
H 0.19 0.10 1.97
H 3.06 -0.07 -0.05
H 2.01 0.20 -1.47
H 2.31 -1.45 -0.87
C -0.94 2.44 0.21
N -2.13 2.51 0.69
H -2.68 1.69 0.38
H -0.68 1.95 -0.74
H -0.09 3.01 0.66
```

energy above the lowest of the compared OMol25 structures with the same formula, charge and spin = 3.074 eV
HOMO = -8.94 eV
frontier orbital gap = 0.35260 hartree
SMILES string = [H]/N=C(/C)N(N)N.C=N
calculated total energy = -394.57271 hartree

Atomic partial charges in e from the Mulliken method, atoms 1 to 6: C -1.159; N 0.657; C 0.580; N -0.777; N -0.845; N -0.702


A structure of composition C20H55BrFeN5O5 in a non-equilibrium geometry. Source: OMol25; level of theory: ωB97M-V with the def2-TZVPD basis set.

Geometry as XYZ:
```
87
Properties=species:S:1:pos:R:3
Fe 4.99 15.57 9.41
Br 6.45 16.16 7.33
C 8.13 18.31 10.80
C 7.47 16.93 10.86
C 7.72 16.22 12.14
O 7.37 14.86 11.94
C 7.12 14.16 13.12
N 5.97 17.07 10.61
H 7.89 18.90 11.69
H 7.81 18.88 9.91
H 9.20 18.22 10.61
H 7.87 16.43 9.97
H 7.00 16.64 12.87
H 8.73 16.36 12.54
H 8.06 13.98 13.66
H 6.72 13.17 12.90
H 6.41 14.69 13.76
H 5.84 17.97 10.13
H 5.62 17.27 11.56
C 5.65 15.85 1.69
C 5.49 15.49 3.15
C 6.52 14.52 3.68
O 6.39 13.22 3.23
C 5.49 12.45 3.97
N 5.50 16.75 3.96
H 4.97 16.67 1.43
H 5.38 15.01 1.04
H 6.68 16.09 1.39
H 4.45 15.13 3.20
H 6.60 14.51 4.78
H 7.50 14.87 3.33
H 4.45 12.78 3.84
H 5.67 12.58 5.05
H 5.58 11.43 3.62
H 6.21 17.34 3.52
H 5.82 16.59 4.91
C 11.33 19.17 5.92
C 9.97 18.44 5.87
C 9.61 17.89 4.52
O 9.68 18.97 3.63
C 9.48 18.57 2.29
N 9.88 17.50 6.92
H 11.40 19.94 5.15
H 12.12 18.46 5.64
H 11.52 19.58 6.91
H 9.25 19.27 6.13
H 8.63 17.39 4.45
H 10.27 17.05 4.21
H 8.59 17.94 2.16
H 10.36 18.04 1.92
H 9.35 19.46 1.68
H 8.96 16.97 6.90
H 10.12 17.94 7.90
C 3.33 20.40 4.73
C 4.67 19.97 5.28
C 5.25 21.05 6.21
O 5.60 22.23 5.52
C 6.87 22.21 4.92
N 4.46 18.74 6.10
H 2.99 19.65 4.00
H 3.40 21.31 4.14
H 2.51 20.46 5.45
H 5.35 19.72 4.46
H 6.12 20.64 6.75
H 4.45 21.30 6.91
H 7.64 21.86 5.62
H 7.13 23.24 4.67
H 6.89 21.68 3.96
H 4.15 18.02 5.43
H 5.34 18.26 6.37
C 1.33 16.75 7.42
C 2.38 15.98 8.22
C 3.01 14.91 7.34
O 3.87 14.12 8.17
C 3.24 12.84 8.50
N 3.46 16.91 8.66
H 1.88 17.28 6.64
H 0.89 17.57 8.00
H 0.55 16.16 6.95
H 1.96 15.49 9.11
H 3.53 15.37 6.48
H 2.20 14.36 6.85
H 3.91 12.23 9.09
H 2.95 12.35 7.57
H 2.34 13.02 9.10
H 3.02 17.75 9.04
H 3.86 17.29 7.78
```

spin multiplicity = 9
energy above the lowest of the compared OMol25 structures with the same formula, charge and spin = 0.000 eV
HOMO (spin up / spin down) = -5.65 / -11.50 eV
net charge = +1
frontier orbital gap (spin up / spin down) = 0.12667 / 0.20712 hartree
calculated total energy = -5282.12203 hartree

Atomic partial charges in e from the Mulliken method, atoms 1 to 6: Fe -0.433; Br -0.055; C -1.835; C 1.088; C -0.842; O -0.222


An isolated molecule of C5H2O2 in a non-equilibrium geometry. Source: OMol25; level of theory: ωB97M-V with the def2-TZVPD basis set.

Geometry as XYZ:
```
9
Properties=species:S:1:pos:R:3
C -0.78 1.14 -0.52
C 0.48 1.42 -0.81
C 0.12 -1.08 0.53
C 1.10 -2.06 0.50
C -0.98 -0.01 0.44
O 1.62 1.72 -0.94
O 1.93 -2.87 0.53
H -1.45 2.01 -0.59
H -2.04 -0.25 0.85
```

energy above the lowest of the compared OMol25 structures with the same formula, charge and spin = 0.985 eV
HOMO (spin up / spin down) = -8.63 / -8.63 eV
frontier orbital gap (spin up / spin down) = 0.27579 / 0.27581 hartree
SMILES string = O=C=C=CC=C=O
calculated total energy = -342.03868 hartree

Atomic partial charges in e from the Mulliken method, atoms 1 to 6: C -0.552; C 0.680; C -0.441; C 0.764; C -0.339; O -0.336


A structure of composition C25H37FN4O3PmS2 in a non-equilibrium geometry. Source: OMol25; level of theory: ωB97M-V with the def2-TZVPD basis set.

Geometry as XYZ:
```
73
Properties=species:S:1:pos:R:3
Pm 0.29 0.18 0.07
S -1.00 2.68 -0.26
S -0.90 -2.38 -0.08
C -2.81 2.43 -0.33
C -0.48 2.46 -2.03
C -0.87 1.19 -2.81
N -0.19 -0.06 -2.33
C -0.81 -1.36 -2.74
C -0.38 -2.52 -1.84
H 0.62 2.61 -2.02
H -0.93 3.32 -2.53
H -0.56 1.36 -3.85
H -1.96 1.03 -2.79
H -0.47 -1.59 -3.76
H -1.91 -1.25 -2.74
H 0.72 -2.63 -1.80
H -0.80 -3.45 -2.21
C -2.72 -2.47 -0.19
H 0.75 -0.06 -2.76
H -3.08 -1.65 -0.83
H -3.08 -2.34 0.84
H -3.06 -3.45 -0.58
H -3.15 2.31 0.71
H -3.05 1.52 -0.90
H -3.31 3.31 -0.77
C 5.32 0.21 -1.81
C 5.40 0.26 -0.47
H 5.27 1.11 -2.42
H 5.33 -0.75 -2.34
H 5.43 1.22 0.06
H 5.45 -0.64 0.13
F -1.77 2.74 6.22
C -1.09 1.57 5.99
C -0.94 1.15 4.69
C -0.16 -0.01 4.43
C 0.17 -0.44 3.11
O -0.49 0.07 2.12
C 1.17 -1.46 2.94
C 1.41 -2.27 4.03
N 0.91 -2.01 5.27
C 1.33 -2.83 6.33
C 1.88 -4.20 6.07
C 2.79 -3.07 6.45
C 0.28 -0.79 5.52
C 0.12 -0.33 6.83
C -0.55 0.88 7.10
N -0.63 1.35 8.40
C 0.50 1.16 9.30
C 0.00 0.49 10.58
N -1.08 1.35 11.10
C -2.22 1.65 10.20
C -1.64 2.24 8.92
C 2.00 -1.86 1.72
O 2.70 -2.87 1.79
O 1.94 -1.09 0.65
H -1.38 1.70 3.87
H 2.09 -3.12 3.97
H 0.79 -2.73 7.27
H 1.66 -4.94 6.85
H 1.97 -4.57 5.05
H 3.40 -2.65 5.65
H 3.19 -3.07 7.46
H 0.53 -0.89 7.67
H 0.95 2.14 9.55
H 1.26 0.55 8.82
H -0.44 -0.49 10.39
H 0.79 0.40 11.33
H -1.43 0.98 11.98
H -0.65 2.26 11.29
H -2.89 2.34 10.70
H -2.73 0.70 10.02
H -1.18 3.22 9.15
H -2.43 2.38 8.19
```

spin multiplicity = 5
energy above the lowest of the compared OMol25 structures with the same formula, charge and spin = 0.000 eV
HOMO (spin up / spin down) = -15.31 / -15.31 eV
net charge = +3
frontier orbital gap (spin up / spin down) = 0.27455 / 0.27545 hartree
calculated total energy = -2923.34734 hartree

Atomic partial charges in e from the Mulliken method, atoms 1 to 6: Pm 1.091; S -0.059; S 0.118; C -0.680; C -0.929; C -0.539


An isolated molecule of C8H8N2S in a non-equilibrium geometry. Source: OMol25; level of theory: ωB97M-V with the def2-TZVPD basis set.

Geometry as XYZ:
```
19
Properties=species:S:1:pos:R:3
C -2.70 0.93 0.12
C -3.03 -0.47 -0.03
C -1.43 1.33 0.16
C -1.97 -1.37 -0.16
C -0.40 0.35 0.10
C -0.59 -1.04 -0.01
C 2.01 1.11 0.06
C 3.44 1.31 -0.05
N 0.87 0.79 0.07
N 0.14 -2.10 -0.10
S 1.82 -2.21 0.03
H -3.48 1.66 0.05
H -4.10 -0.62 0.07
H -1.18 2.45 0.11
H -2.36 -2.42 -0.14
H 3.75 2.24 0.42
H 3.70 1.25 -1.04
H 3.78 0.40 0.37
H 1.72 -3.58 -0.03
```

energy above the lowest of the compared OMol25 structures with the same formula, charge and spin = 5.021 eV
HOMO (spin up / spin down) = -6.35 / -6.34 eV
frontier orbital gap (spin up / spin down) = 0.24581 / 0.24578 hartree
calculated total energy = -817.19546 hartree

Atomic partial charges in e from the Mulliken method, atoms 1 to 6: C -0.382; C -0.529; C -0.758; C -0.259; C 0.770; C 0.313


A cluster of 14 separate species, C48H120N9O35P5 in total in a non-equilibrium geometry. Source: OMol25; level of theory: ωB97M-V with the def2-TZVPD basis set.

Geometry as XYZ:
```
217
Properties=species:S:1:pos:R:3
C -0.37 9.36 -2.41
C -0.38 8.11 -1.49
C -1.86 7.64 -1.37
C -1.91 6.29 -0.70
C -1.06 5.27 -1.47
C 0.37 5.68 -1.53
N 0.37 7.07 -2.11
O 1.84 7.39 -2.13
C 1.16 5.59 -0.19
C 1.07 4.78 -2.54
C 0.16 8.61 -0.12
H -0.72 9.08 -3.40
H 0.65 9.72 -2.37
H -1.06 10.12 -1.99
H -2.49 8.38 -0.86
H -2.15 7.45 -2.40
H -2.96 5.98 -0.62
H -1.50 6.39 0.31
H -1.50 5.10 -2.44
H -1.10 4.29 -0.96
H 1.94 6.32 -0.28
H 0.55 5.86 0.70
H 1.62 4.61 0.00
H 2.14 4.83 -2.50
H 0.83 3.68 -2.33
H 0.72 5.09 -3.50
H 1.22 8.78 -0.23
H 0.06 7.84 0.58
H -0.30 9.57 0.07
H 1.91 7.56 -3.07
C -2.12 -1.31 -1.38
C -2.12 -0.67 0.01
C -1.46 -1.69 0.97
C 0.01 -1.80 0.72
C 0.62 -0.38 0.95
C 0.07 0.69 0.01
N -1.43 0.66 0.18
O -1.99 1.45 -0.89
C 0.52 2.04 0.64
C 0.60 0.63 -1.40
C -3.53 -0.29 0.36
H -1.22 -1.88 -1.59
H -2.22 -0.59 -2.19
H -2.97 -2.01 -1.50
H -1.59 -1.22 1.96
H -2.04 -2.61 0.95
H 0.16 -2.13 -0.37
H 0.53 -2.49 1.36
H 1.73 -0.46 0.80
H 0.43 -0.10 1.99
H -0.06 2.23 1.54
H 1.55 1.98 0.84
H 0.22 2.76 -0.07
H 0.30 -0.31 -1.85
H 0.02 1.41 -1.93
H 1.69 0.78 -1.35
H -4.03 0.06 -0.48
H -3.54 0.37 1.17
H -4.12 -1.19 0.59
H -2.59 2.08 -0.46
C 1.54 -7.54 2.82
C 0.62 -6.82 1.87
C 1.10 -5.39 1.63
C 2.03 -5.23 0.47
C 1.55 -5.88 -0.82
C 1.31 -7.37 -0.58
N 0.32 -7.47 0.56
O 0.15 -8.85 0.81
C 0.43 -7.89 -1.78
C 2.58 -8.10 -0.39
C -0.75 -6.70 2.58
H 2.48 -7.76 2.24
H 1.05 -8.50 3.05
H 1.80 -7.02 3.77
H 0.28 -4.70 1.37
H 1.58 -4.99 2.57
H 3.06 -5.56 0.82
H 2.13 -4.15 0.26
H 2.19 -5.75 -1.70
H 0.55 -5.44 -1.04
H 0.92 -7.90 -2.78
H 0.21 -8.91 -1.57
H -0.47 -7.31 -1.88
H 3.30 -7.64 0.29
H 2.42 -9.07 -0.02
H 3.09 -8.22 -1.37
H -1.49 -6.33 1.85
H -0.64 -5.94 3.34
H -1.10 -7.71 2.99
H -0.80 -8.98 0.90
C 3.17 -2.07 -2.29
N 4.60 -1.88 -2.48
O 4.94 -0.79 -2.95
O 5.38 -2.76 -2.12
H 2.99 -3.13 -2.46
H 2.65 -1.40 -2.95
H 2.97 -1.94 -1.21
C -3.27 -2.07 4.60
N -4.23 -2.53 3.52
O -5.24 -1.88 3.26
O -3.88 -3.51 2.85
H -2.54 -1.53 3.96
H -2.82 -2.85 5.16
H -3.80 -1.40 5.26
C 1.83 -3.31 6.38
N 0.41 -3.11 6.14
O -0.08 -2.06 6.57
O -0.18 -3.99 5.58
H 2.22 -4.01 5.66
H 1.92 -3.77 7.35
H 2.33 -2.36 6.43
C -3.22 -6.11 -0.44
N -2.34 -5.15 -1.20
O -1.76 -4.27 -0.62
O -2.23 -5.33 -2.42
H -4.19 -6.21 -0.93
H -3.33 -5.67 0.53
H -2.71 -7.10 -0.45
C -6.55 1.63 1.14
N -5.49 2.62 1.09
O -4.57 2.47 0.33
O -5.55 3.56 1.90
H -6.65 1.48 2.23
H -6.26 0.76 0.54
H -7.46 2.13 0.75
C -0.57 -3.85 -4.86
N 0.61 -3.84 -4.04
O 0.51 -3.36 -2.90
O 1.65 -4.28 -4.51
H -0.95 -4.88 -4.76
H -0.27 -3.72 -5.89
H -1.28 -3.10 -4.46
C 7.26 3.23 2.76
O 5.93 3.83 3.15
P 5.11 4.62 2.06
O 4.94 3.90 0.79
O 3.79 4.86 2.88
C 3.14 3.78 3.47
O 5.79 6.05 2.09
C 5.52 7.03 1.04
H 7.55 3.40 1.73
H 7.22 2.14 2.97
H 8.00 3.76 3.42
H 3.38 3.65 4.54
H 3.15 2.82 2.95
H 2.11 4.05 3.40
H 5.44 8.04 1.52
H 4.54 6.75 0.67
H 6.28 7.13 0.19
C -2.14 2.16 -3.94
O -0.96 1.42 -4.07
P -0.78 0.14 -5.04
O -1.89 -0.86 -4.98
O -0.46 0.92 -6.42
C -0.18 0.09 -7.56
O 0.59 -0.44 -4.53
C 1.77 0.24 -5.00
H -2.22 2.93 -4.74
H -2.07 2.66 -2.99
H -3.05 1.55 -4.02
H -1.09 -0.08 -8.15
H 0.17 -0.91 -7.25
H 0.60 0.60 -8.13
H 1.64 1.32 -4.95
H 1.99 -0.04 -6.02
H 2.53 0.00 -4.32
C 3.89 -0.35 3.03
O 5.09 0.17 2.45
P 5.50 -0.55 1.09
O 4.31 -0.84 0.24
O 6.64 0.29 0.40
C 6.30 1.32 -0.57
O 6.27 -1.78 1.62
C 6.80 -2.84 0.85
H 3.53 0.41 3.72
H 4.13 -1.24 3.63
H 3.17 -0.58 2.21
H 6.82 1.06 -1.50
H 6.57 2.29 -0.12
H 5.24 1.45 -0.83
H 6.04 -3.59 0.61
H 7.51 -3.37 1.52
H 7.26 -2.50 -0.08
C -7.27 -2.25 -0.44
O -7.22 -1.25 -1.43
P -6.98 -1.58 -2.94
O -7.72 -2.67 -3.54
O -7.25 -0.16 -3.69
C -6.76 1.07 -3.15
O -5.37 -1.70 -2.89
C -4.57 -2.51 -3.72
H -7.83 -1.87 0.42
H -6.30 -2.75 -0.26
H -7.91 -3.09 -0.76
H -5.80 0.94 -2.70
H -7.51 1.61 -2.59
H -6.55 1.66 -4.09
H -3.59 -2.08 -3.85
H -5.04 -2.72 -4.67
H -4.50 -3.47 -3.22
C 0.41 1.20 4.63
O 0.09 2.44 3.96
P -0.93 3.41 4.74
O -0.50 3.91 6.07
O -1.08 4.51 3.63
C -0.53 5.81 4.01
O -2.31 2.64 4.80
C -3.01 2.30 3.56
H -0.42 0.48 4.33
H 0.17 1.20 5.71
H 1.48 1.01 4.41
H -0.92 6.12 4.96
H -0.78 6.50 3.23
H 0.56 5.77 4.04
H -2.40 1.61 3.03
H -3.24 3.20 2.98
H -3.95 1.86 3.88
```

energy above the lowest of the compared OMol25 structures with the same formula, charge and spin = 0.000 eV
HOMO = -8.65 eV
frontier orbital gap = 0.30305 hartree
calculated total energy = -6733.59052 hartree

Atomic partial charges in e from the Mulliken method, atoms 1 to 6: C -1.942; C 1.480; C -1.274; C -0.172; C -0.272; C 2.489